Entry 1:
Computed, not measured: C23H29CsIN2O3Si as an isolated structure at a distorted geometry, with ωB97M-V with the def2-TZVPD basis set.

## Properties
Relative energy (zero: lowest compared OMol25 entry of this formula, charge and spin): 4.8 kcal/mol
Orbital gap: 6.2 eV
Calculated total energy: -1836.57474 Eh
HOMO energy: -0.156 Eh
Total charge: -1

Cartesian coordinates (Å):
Cs 0.91 0.99 -0.57
C -1.21 -3.05 0.52
C -0.03 -3.12 -0.42
C -0.22 -3.44 -1.77
C 0.85 -3.49 -2.64
C 2.14 -3.23 -2.19
C 2.34 -2.91 -0.85
C 1.26 -2.85 0.02
H -1.05 -2.31 1.31
H -1.38 -4.01 1.01
H -2.12 -2.79 -0.01
H -1.23 -3.61 -2.14
H 0.68 -3.70 -3.69
H 2.97 -3.23 -2.88
H 3.33 -2.68 -0.49
H 1.43 -2.59 1.06
C -1.01 4.57 -0.30
C -0.54 4.15 1.07
C -0.89 4.88 2.20
C -0.47 4.38 3.44
C 0.27 3.23 3.52
C 0.65 2.53 2.32
N 0.20 3.03 1.12
N 1.40 1.42 2.28
Si 2.19 0.64 3.55
C 1.04 -0.15 4.81
C 3.21 -0.77 2.82
C 3.38 1.71 4.52
H -1.06 5.66 -0.39
H -2.00 4.17 -0.51
H -0.35 4.18 -1.07
H -1.47 5.79 2.11
H -0.74 4.91 4.35
H 0.58 2.85 4.48
H 0.28 -0.76 4.31
H 0.53 0.60 5.42
H 1.62 -0.80 5.48
H 2.72 -1.74 2.95
H 4.20 -0.85 3.28
H 3.36 -0.61 1.75
H 2.91 2.64 4.87
H 4.24 1.99 3.90
H 3.75 1.17 5.39
I -5.36 -3.72 -4.32
C -3.69 -2.51 -4.05
C -3.69 -1.55 -3.05
C -2.57 -0.75 -2.88
C -1.44 -0.91 -3.68
C -1.47 -1.87 -4.69
C -2.59 -2.67 -4.89
C -0.17 -0.11 -3.45
O 0.87 -0.53 -3.96
O -0.29 0.91 -2.68
H -4.55 -1.43 -2.41
H -2.54 0.02 -2.11
H -0.58 -1.99 -5.30
H -2.60 -3.41 -5.67
O -2.01 2.97 -3.55
H -2.65 2.43 -4.02
H -1.36 2.31 -3.23


Entry 2:
Computed, not measured: C43H43N5O5P2TeTl as an isolated structure at a distorted geometry, with ωB97M-V with the def2-TZVPD basis set.

## Properties
Relative energy (zero: lowest compared OMol25 entry of this formula, charge and spin): 12.1 kcal/mol
Orbital gap: 6.8 eV
Calculated total energy: -3437.30361 Eh
HOMO energy: -0.357 Eh
Total charge: +1

Cartesian coordinates (Å):
Tl -1.67 -2.25 0.36
Te 2.56 1.36 1.22
C 3.31 2.71 -0.26
C 4.40 2.37 -1.04
C 4.74 3.19 -2.11
N 4.07 4.30 -2.42
C 3.04 4.63 -1.65
C 2.62 3.88 -0.56
C 1.60 0.25 -0.32
P 2.39 -1.21 -0.80
C 4.20 -1.31 -0.67
C 4.95 -1.70 -1.78
C 6.32 -1.92 -1.67
C 6.95 -1.78 -0.44
C 6.21 -1.43 0.67
C 4.85 -1.21 0.57
C 2.00 -1.51 -2.54
C 2.56 -0.63 -3.46
C 2.31 -0.78 -4.81
C 1.46 -1.80 -5.25
C 0.87 -2.65 -4.33
C 1.14 -2.51 -2.97
P -0.24 0.31 -0.38
C -0.61 0.46 -2.17
C -1.78 -0.10 -2.66
C -2.17 0.10 -3.98
C -1.38 0.87 -4.82
C -0.20 1.43 -4.34
C 0.19 1.22 -3.03
C -0.65 2.01 0.19
C -0.90 3.10 -0.64
C -1.18 4.35 -0.11
C -1.23 4.53 1.26
C -1.03 3.44 2.11
C -0.75 2.20 1.57
H 4.98 1.48 -0.84
H 5.59 2.95 -2.74
H 2.52 5.55 -1.91
H 1.77 4.19 0.03
H 4.49 -1.82 -2.75
H 6.89 -2.22 -2.54
H 8.02 -1.96 -0.36
H 6.69 -1.33 1.64
H 4.29 -0.97 1.46
H 3.20 0.17 -3.11
H 2.76 -0.11 -5.53
H 1.26 -1.92 -6.30
H 0.19 -3.42 -4.67
H 0.68 -3.19 -2.28
H -2.41 -0.70 -2.01
H -3.09 -0.34 -4.35
H -1.68 1.04 -5.85
H 0.42 2.04 -4.99
H 1.10 1.65 -2.65
H -0.86 2.99 -1.72
H -1.35 5.18 -0.78
H -1.44 5.51 1.68
H -1.09 3.57 3.18
H -0.61 1.35 2.24
O -3.94 2.30 0.88
C -5.31 2.29 1.22
N -6.19 2.18 0.09
C -6.60 1.04 -0.54
O -7.32 1.06 -1.51
C -6.13 -0.27 0.03
C -7.07 -1.26 0.30
C -6.63 -2.50 0.74
C -5.27 -2.72 0.86
N -4.36 -1.79 0.57
C -4.78 -0.59 0.17
H -3.72 3.09 0.37
H -5.58 3.19 1.77
H -5.43 1.43 1.86
H -6.49 3.02 -0.38
H -8.12 -1.05 0.16
H -7.34 -3.29 0.97
H -4.89 -3.68 1.18
H -4.02 0.15 -0.05
O 1.96 -2.53 0.06
N 1.74 -3.95 -0.39
O 1.03 -4.45 0.33
O -1.58 -1.50 2.81
C -0.94 -1.07 3.76
C -1.45 -1.16 5.17
C -0.41 -1.95 6.00
C 0.37 -3.02 5.21
C 1.63 -2.52 4.47
C 1.31 -1.67 3.24
N 0.35 -0.61 3.62
H -2.41 -1.68 5.14
H -1.62 -0.17 5.60
H -0.94 -2.43 6.82
H 0.31 -1.26 6.45
H -0.30 -3.51 4.49
H 0.69 -3.79 5.91
H 2.22 -3.39 4.15
H 2.24 -1.94 5.16
H 0.85 -2.27 2.46
H 2.21 -1.21 2.83
H 0.68 -0.14 4.45


Entry 3:
Computed, not measured: C30H34BF3FeO2S as an isolated structure at a distorted geometry, with ωB97M-V with the def2-TZVPD basis set.

## Properties
Relative energy (zero: lowest compared OMol25 entry of this formula, charge and spin): 18.1 kcal/mol
Orbital gap (spin up / spin down): 5.6 / 5.7 eV
Calculated total energy: -3300.24846 Eh
HOMO energy (spin up / spin down): -0.187 / -0.305 Eh
2S+1: 5

Cartesian coordinates (Å):
C 1.61 -4.41 -5.88
C 1.23 -4.17 -4.46
C 1.22 -5.08 -3.41
C 0.59 -4.58 -2.23
C 0.12 -3.27 -2.38
B 2.48 -1.45 0.67
C -0.82 -2.58 -1.54
C -1.33 -3.19 -0.36
C -2.60 -2.86 0.09
C -3.31 -1.90 -0.61
C -4.79 -1.84 -0.44
F -5.28 -0.56 -0.51
F -5.39 -2.54 -1.47
F -5.23 -2.38 0.73
C -2.70 -1.04 -1.51
C -1.43 -1.36 -1.96
O 2.97 -2.53 1.34
C 4.06 -3.03 0.54
C 5.24 -3.19 1.49
C 3.60 -4.39 0.05
C 4.23 -1.97 -0.66
C 5.44 -1.02 -0.52
C 4.13 -2.52 -2.07
O 3.05 -1.15 -0.54
S 0.70 -2.61 -3.90
H 1.68 -5.49 -6.09
H 0.81 -3.98 -6.52
H 2.56 -3.94 -6.17
H 1.59 -6.11 -3.53
H 0.36 -5.19 -1.36
H -0.76 -3.96 0.15
H -3.02 -3.36 0.96
H -3.21 -0.16 -1.89
H -0.93 -0.75 -2.70
H 6.16 -3.45 0.95
H 5.43 -2.29 2.09
H 5.01 -4.01 2.20
H 4.41 -4.90 -0.50
H 3.29 -5.00 0.91
H 2.71 -4.26 -0.59
H 6.37 -1.57 -0.34
H 5.54 -0.48 -1.47
H 5.30 -0.28 0.27
H 4.99 -3.15 -2.34
H 3.21 -3.10 -2.19
H 4.05 -1.70 -2.79
C -0.14 -0.54 1.15
C 1.35 -0.44 1.06
C 1.97 -0.28 2.44
C 3.40 -0.02 2.72
C 3.62 -0.13 4.13
C 2.36 -0.49 4.75
C 1.37 -0.62 3.72
Fe 2.20 1.19 3.68
C 0.67 2.43 3.67
C 1.47 2.60 2.47
C 2.84 2.89 2.88
C 2.88 2.91 4.33
C 1.54 2.63 4.83
H -0.59 -0.34 0.17
H -0.48 -1.52 1.49
H -0.53 0.22 1.84
H 1.56 0.46 0.47
H 4.13 0.14 1.93
H 4.59 -0.02 4.61
H 2.20 -0.74 5.80
H 0.33 -0.98 3.80
H -0.41 2.30 3.72
H 1.09 2.63 1.45
H 3.67 3.14 2.21
H 3.74 3.15 4.95
H 1.24 2.64 5.87


Entry 4:
Computed, not measured: C18H32InN2O8 as an isolated structure at a distorted geometry, with ωB97M-V with the def2-TZVPD basis set.

## Properties
Relative energy (zero: lowest compared OMol25 entry of this formula, charge and spin): 0.0 kcal/mol
Orbital gap: 3.8 eV
Calculated total energy: -1606.07562 Eh
HOMO energy: -0.418 Eh
Total charge: +1

Cartesian coordinates (Å):
In -0.53 -0.05 1.27
C 3.79 -2.76 0.69
C 2.91 -1.65 0.86
C 3.50 -0.17 0.86
O 2.63 0.73 1.02
C 4.87 0.01 0.84
C 5.67 -1.06 0.56
C 5.15 -2.48 0.50
O 5.92 -3.52 0.48
O 6.96 -0.73 0.48
O 1.73 -1.94 0.93
H 3.49 -3.79 0.59
H 5.20 1.03 0.92
C -0.36 -4.33 1.08
O -1.00 -3.02 0.86
C -2.32 -3.30 0.29
C -3.12 -2.10 -0.11
N -2.47 -1.06 -0.89
C -3.43 -0.02 -1.32
C -3.95 0.85 -0.17
O -2.87 1.50 0.50
C -3.31 2.66 1.22
H -1.01 -5.11 1.48
H 0.55 -4.39 1.68
H -0.17 -4.73 0.09
H -2.81 -3.99 0.98
H -2.20 -3.88 -0.63
H -3.48 -1.71 0.84
H -4.12 -2.40 -0.42
H -2.10 -1.50 -1.72
H -4.29 -0.45 -1.83
H -2.93 0.76 -1.89
H -4.52 0.28 0.57
H -4.80 1.50 -0.38
H -3.62 3.46 0.55
H -2.47 2.98 1.83
H -4.12 2.37 1.88
C 1.01 -2.20 -1.91
O 0.63 -0.84 -1.36
C 1.38 0.13 -2.17
C 0.57 1.45 -2.17
N 0.52 2.10 -0.84
C -0.16 3.31 -0.88
C 0.08 4.17 0.30
O -0.02 3.27 1.46
C 0.23 3.93 2.68
H 1.09 -2.96 -1.13
H 2.06 -2.32 -2.16
H 0.35 -2.65 -2.65
H 1.32 -0.18 -3.21
H 2.45 0.24 -1.96
H -0.46 1.22 -2.46
H 0.95 2.25 -2.81
H 1.48 2.19 -0.55
H -1.24 3.11 -0.90
H 0.14 3.96 -1.70
H -0.60 5.01 0.40
H 1.11 4.51 0.21
H -0.71 4.24 3.15
H 0.88 4.80 2.70
H 0.57 3.26 3.47


Entry 5:
Computed, not measured: a 2-piece molecular cluster, C5H11O2 overall at a distorted geometry, with ωB97M-V with the def2-TZVPD basis set.

## Properties
Relative energy (zero: lowest compared OMol25 entry of this formula, charge and spin): 1.7 kcal/mol
Orbital gap (spin up / spin down): 12.5 / 7.9 eV
Calculated total energy: -347.51533 Eh
HOMO energy (spin up / spin down): -0.430 / -0.397 Eh
2S+1: 2

Cartesian coordinates (Å):
C -0.61 -1.05 -1.75
C -0.19 -1.87 -0.52
C -0.17 0.38 -1.74
O 0.85 0.74 -1.03
O -0.64 1.28 -2.41
H -0.12 -1.48 -2.63
H -1.67 -1.09 -2.01
H -0.01 -2.92 -0.78
H -1.01 -1.97 0.19
H 0.69 -1.44 -0.07
C 0.23 1.26 3.15
C 0.41 -0.24 2.96
H 0.21 1.53 4.21
H 1.04 1.83 2.69
H -0.68 1.62 2.67
H 1.30 -0.55 3.52
H -0.46 -0.77 3.32
H 0.64 -0.43 1.91


Entry 6:
Computed, not measured: a 3-piece molecular cluster, C6H18O3 overall at a distorted geometry, with ωB97M-V with the def2-TZVPD basis set.

## Properties
Relative energy (zero: lowest compared OMol25 entry of this formula, charge and spin): 47.8 kcal/mol
Orbital gap (spin up / spin down): 10.8 / 3.0 eV
Calculated total energy: -464.66188 Eh
HOMO energy (spin up / spin down): -0.506 / -0.490 Eh
2S+1: 2
Total charge: +1

Cartesian coordinates (Å):
C 1.41 0.19 3.22
C 2.85 0.62 3.02
O 3.21 -0.19 1.80
H 0.83 0.76 3.95
H 1.45 -0.76 3.74
H 0.87 0.33 2.29
H 3.52 0.45 3.86
H 2.84 1.64 2.62
H 4.04 0.18 1.49
C 1.66 -0.86 -1.93
C 0.59 -0.88 -0.85
O 1.19 -1.46 0.35
H 2.64 -0.76 -1.46
H 1.49 -0.04 -2.63
H 1.55 -1.74 -2.56
H -0.30 -1.48 -1.05
H 0.25 0.10 -0.51
H 1.79 -0.87 0.81
C -4.38 0.21 -1.75
C -3.00 0.85 -1.44
O -2.12 0.87 -2.63
H -4.58 -0.01 -2.80
H -5.12 0.91 -1.37
H -4.52 -0.69 -1.15
H -2.37 0.58 -0.59
H -3.31 1.87 -1.21
H -2.46 0.18 -3.20


Entry 7:
Computed, not measured: the molecule C4H7NO3 at a distorted geometry, with ωB97M-V with the def2-TZVPD basis set.

## Properties
Relative energy (zero: lowest compared OMol25 entry of this formula, charge and spin): 50.3 kcal/mol
Orbital gap: 10.3 eV
Calculated total energy: -437.06322 Eh
HOMO energy: -0.357 Eh
SMILES: C[C@@](O)(C=O)NC=O

Cartesian coordinates (Å):
C -0.78 1.41 0.02
C -0.16 0.15 -0.55
O -0.64 -0.06 -1.86
C 1.42 0.23 -0.53
O 2.09 0.85 0.29
N -0.37 -1.03 0.21
C 0.36 -1.27 1.48
O 0.54 -2.40 1.88
H -1.86 1.28 0.16
H -0.34 1.70 0.97
H -0.64 2.25 -0.68
H -1.46 -0.57 -1.78
H 1.85 -0.25 -1.43
H -0.42 -1.90 -0.30
H 0.42 -0.38 2.12


Entry 8:
Computed, not measured: C31H47BrN2P2V as an isolated structure at a distorted geometry, with ωB97M-V with the def2-TZVPD basis set.

## Properties
Orbital gap (spin up / spin down): 4.9 / 4.5 eV
Calculated total energy: -5517.95061 Eh
HOMO energy (spin up / spin down): -0.713 / -0.712 Eh
2S+1: 2
Total charge: +4

Cartesian coordinates (Å):
N 5.33 1.85 2.35
C 5.02 0.57 2.56
C 3.90 -0.03 1.96
C 3.10 0.73 1.07
C 3.40 2.10 0.92
C 4.56 2.59 1.55
C 2.20 -0.04 0.19
V 0.12 -0.03 0.00
P -2.29 -0.38 -2.13
C 1.69 0.49 -1.08
C 1.83 -0.32 -2.31
C 1.52 0.26 -3.55
C 1.57 -0.48 -4.73
C 1.88 -1.85 -4.66
C 2.33 -2.40 -3.45
C 2.32 -1.63 -2.28
Br 1.68 -2.92 -6.13
H 2.50 -1.08 0.23
H 1.52 1.58 -1.20
H 3.72 -1.09 2.12
H 2.83 2.76 0.27
H 5.66 -0.02 3.22
H 4.87 3.62 1.40
H 1.27 1.31 -3.57
H 2.74 -2.05 -1.37
H 1.37 0.00 -5.68
H 2.71 -3.41 -3.42
P -0.70 1.91 1.34
C -1.62 -1.67 -3.26
C -2.13 -1.73 -4.70
H -1.85 -2.63 -2.77
H -0.53 -1.51 -3.22
H -1.53 -2.47 -5.24
H -3.18 -2.06 -4.74
H -2.04 -0.78 -5.23
C -1.59 1.13 -2.80
C -2.58 1.81 -3.75
H -0.68 0.85 -3.34
H -1.31 1.82 -1.98
H -2.25 2.83 -3.99
H -2.68 1.26 -4.69
H -3.58 1.88 -3.31
C -1.88 -1.13 -0.54
C -3.13 -1.82 0.09
H -1.65 -0.31 0.21
H -1.07 -1.87 -0.69
H -3.04 -1.78 1.18
H -4.03 -1.26 -0.20
H -3.23 -2.87 -0.22
C -2.16 1.29 2.32
C -2.90 2.31 3.18
H -1.79 0.46 2.94
H -2.85 0.83 1.59
H -2.33 2.60 4.07
H -3.19 3.20 2.62
H -3.83 1.84 3.54
C -1.41 3.27 0.30
C -0.43 4.34 -0.17
H -2.23 3.73 0.87
H -1.88 2.78 -0.57
H -0.24 5.08 0.61
H 0.54 3.92 -0.48
H -0.85 4.88 -1.03
C 0.24 2.93 2.57
C 0.91 2.16 3.70
H -0.46 3.67 2.98
H 1.00 3.49 1.99
H 1.21 2.87 4.49
H 0.25 1.43 4.19
H 1.81 1.64 3.35
C -0.75 -5.06 3.67
C -0.34 -3.85 2.88
C -0.08 -3.97 1.52
C 0.38 -2.86 0.81
N 0.28 -1.61 1.35
C 0.12 -1.50 2.70
C -0.14 -2.61 3.49
H -1.41 -5.71 3.09
H 0.13 -5.65 3.96
H -1.28 -4.76 4.58
H -0.20 -4.91 0.98
H 0.78 -2.94 -0.21
H 0.22 -0.50 3.12
H -0.20 -2.50 4.57